Entry 1:
This record from the Open Molecules 2025 dataset describes C34H38AsN12O2PdS as an isolated structure at a distorted geometry. The level of theory is wB97M-V/def2-TZVPD.

XYZ file:
```
89
Properties=species:S:1:pos:R:3
Pd -0.6284 0.1940 -1.4917
N 7.3369 2.0413 0.5401
C 6.0978 1.5528 0.4457
C 5.4123 1.5638 -0.7944
C 4.1517 1.0487 -0.8946
C 3.5328 0.5043 0.2479
C 4.1958 0.4904 1.4930
C 5.4514 1.0114 1.5875
S 1.9919 -0.1480 0.1431
O 1.7582 -1.2334 1.0758
O 1.5560 -0.2359 -1.2610
N 0.8009 0.9033 0.7261
C 0.5992 2.1547 0.0786
N 1.2219 3.2031 0.5454
C 1.0097 4.3629 -0.0923
C 0.1580 4.4540 -1.1726
C -0.4487 3.2886 -1.6021
N -0.2132 2.1270 -0.9829
H 7.8204 2.3994 -0.2661
H 7.8477 2.0114 1.4062
H 5.9039 1.9671 -1.6699
H 3.6412 1.0376 -1.8476
H 3.7209 0.0583 2.3644
H 5.9738 0.9963 2.5349
H 1.5346 5.2308 0.2875
H -0.0183 5.3952 -1.6725
H -1.1249 3.2598 -2.4450
C 1.1743 1.3837 6.2440
C 0.5324 0.1683 6.0547
C 0.1147 -0.2020 4.7848
C 0.3546 0.6676 3.7243
C 1.0116 1.8848 3.8948
C 1.4157 2.2367 5.1731
As -0.3272 0.2216 2.0279
C -1.9747 1.1182 1.7024
C -2.2512 2.4748 1.7256
C -3.5563 2.8887 1.4937
C -4.5529 1.9478 1.2580
C -4.2694 0.5870 1.2537
C -2.9679 0.1591 1.4827
C -2.5242 -1.2566 1.5661
C -3.3632 -2.3623 1.5158
C -2.8416 -3.6340 1.7248
C -1.4905 -3.8216 1.9893
C -0.6274 -2.7327 2.0260
C -1.1542 -1.4708 1.7974
H 1.4933 1.6689 7.2376
H 0.3563 -0.4917 6.8929
H -0.3953 -1.1453 4.6331
H 1.2253 2.5375 3.0562
H 1.9218 3.1788 5.3358
H -1.4822 3.2022 1.9586
H -3.8038 3.9412 1.5278
H -5.5698 2.2801 1.0971
H -5.0687 -0.1271 1.1018
H -4.4270 -2.2414 1.3570
H -3.5063 -4.4879 1.7074
H -1.1109 -4.8166 2.1802
H 0.4253 -2.8676 2.2287
N -5.2785 2.4591 -2.2856
N -4.3454 1.4497 -2.2373
N -4.6949 0.1849 -2.2601
C -3.5338 -0.4221 -2.0808
N -2.5501 0.4762 -1.9635
N -3.0914 1.6846 -2.0467
H -6.1295 2.0699 -2.6807
H -4.9193 3.2233 -2.8480
H -3.3953 -1.4876 -2.0564
C 1.4282 -2.2236 -4.7041
N 0.2045 -1.8827 -3.9751
C -0.6095 -0.8369 -4.5753
C -0.0857 -2.4163 -2.7789
N -0.8212 -1.7314 -1.8843
N 0.3642 -3.6510 -2.4925
C 0.5423 -4.1022 -1.1225
C 0.3632 -4.7264 -3.4887
H 1.9370 -1.2992 -4.9773
H 1.2073 -2.7805 -5.6145
H 2.0897 -2.8070 -4.0717
H -0.4060 -0.8228 -5.6439
H -0.3759 0.1558 -4.1792
H -1.6670 -1.0463 -4.4324
H -1.1495 -2.2897 -1.1064
H 0.7582 -3.2618 -0.4685
H 1.3917 -4.7837 -1.0947
H -0.3385 -4.6398 -0.7609
H 0.0229 -4.3555 -4.4491
H -0.3208 -5.5101 -3.1606
H 1.3591 -5.1553 -3.5968
```

Properties
- energy above the lowest of the compared OMol25 structures with the same formula, charge and spin (kcal per mole) = 0.0
- gap between HOMO and LUMO (eV) = 7.17
- E_LUMO (eV) = -8.196
- multiplicity = 1
- molecular weight (g/mol) = 860.169
- E_HOMO (eV) = -15.3614
- total charge = +3

Entry 2:
This record from the Open Molecules 2025 dataset describes C34H38BBrMnN4O2SSi as an isolated structure. The level of theory is wB97M-V/def2-TZVPD.

XYZ file:
```
83
Properties=species:S:1:pos:R:3
Mn 2.0275 0.2170 0.2071
Br 1.9976 0.2520 2.7402
C 3.8806 0.4367 3.0064
C 4.3731 0.4600 4.2733
C 5.7671 0.6137 4.4418
C 6.5789 0.7393 3.3529
C 6.0536 0.7141 2.0368
C 6.8860 0.8531 0.9009
C 6.3406 0.8304 -0.3481
C 4.9479 0.6559 -0.5240
C 4.0789 0.5045 0.5314
C 4.6589 0.5487 1.8349
H 3.7192 0.3646 5.1288
H 6.1798 0.6331 5.4416
H 7.6479 0.8616 3.4800
H 7.9524 0.9789 1.0440
H 6.9761 0.9415 -1.2185
H 4.5762 0.6453 -1.5430
C 2.6899 -1.1704 -3.0906
C 2.2457 0.2418 -2.9095
C 2.1098 1.1175 -3.9641
C 1.6848 2.4306 -3.7247
C 1.3881 2.8652 -2.4589
C 1.5237 1.9408 -1.4044
N 1.9529 0.6805 -1.6697
N 1.3132 2.0754 -0.0816
Si 0.4349 3.4097 0.6388
C 0.0360 3.0393 2.4212
C 1.4767 4.9621 0.5542
C -1.1941 3.6468 -0.2583
H 2.9158 -1.3560 -4.1389
H 1.9024 -1.8452 -2.7519
H 3.5705 -1.3844 -2.4831
H 2.3336 0.7797 -4.9651
H 1.5937 3.1179 -4.5570
H 1.0768 3.8797 -2.2629
H 0.9223 3.0207 3.0549
H -0.4886 2.0883 2.5376
H -0.6245 3.8287 2.7902
H 2.4179 4.8096 1.0869
H 0.9567 5.8033 1.0190
H 1.7199 5.2478 -0.4706
H -1.7958 2.7377 -0.1851
H -1.0807 3.8813 -1.3169
H -1.7576 4.4611 0.2043
C -5.7762 -0.4994 -2.3899
C -5.8053 -1.0335 -0.9576
C -6.8392 -0.2217 -0.1653
C -6.2397 -2.5049 -1.0045
C -4.4400 -0.9276 -0.2751
C -4.3002 -1.3732 1.0440
C -3.0950 -1.3137 1.7383
C -2.0193 -0.7900 1.0609
O -0.7129 -0.6514 1.4708
B -0.0267 -0.1544 0.3610
O -0.9152 0.0929 -0.6853
C -2.1372 -0.3463 -0.2414
C -3.3265 -0.3983 -0.9341
H -6.7694 -0.5939 -2.8319
H -5.0798 -1.0602 -3.0164
H -5.4973 0.5554 -2.4217
H -7.8187 -0.2896 -0.6438
H -6.5514 0.8301 -0.1206
H -6.9392 -0.5861 0.8574
H -7.2140 -2.5958 -1.4896
H -6.3205 -2.9325 -0.0048
H -5.5196 -3.1009 -1.5689
H -5.1615 -1.7826 1.5559
H -3.0054 -1.6677 2.7564
H -3.3696 -0.0422 -1.9529
C -1.2553 -5.2247 1.7760
C -0.7928 -4.3273 0.6699
C -1.5463 -4.1138 -0.4780
C -1.0094 -3.2602 -1.4225
N 0.1579 -2.6469 -1.2578
C 0.7896 -2.8844 -0.1060
S 2.3239 -2.0397 0.1996
N 0.3744 -3.7094 0.8515
H -2.0995 -5.8400 1.4694
H -1.5583 -4.6171 2.6308
H -0.4348 -5.8608 2.1038
H -2.5024 -4.5952 -0.6275
H -1.5332 -3.0530 -2.3505
```

Properties
- energy above the lowest of the compared OMol25 structures with the same formula, charge and spin (kcal per mole) = 62.1
- gap between HOMO and LUMO (alpha / beta) (eV) = 6.99 / 7.64
- E_LUMO (alpha / beta) (eV) = -0.833 / -0.142
- multiplicity = 4
- molecular weight (g/mol) = 740.511
- E_HOMO (alpha / beta) (eV) = -7.8193 / -7.7829
- ⟨S²⟩ = 3.87
- total charge = 0